(1)
Below is 2 unconnected molecules or ions with the total composition C5H9NO, with properties calculated with wB97M-V/def2-TZVPD.

CARTESIAN COORDINATES (ANGSTROEM)
1 O -0.385 2.434 0.031
2 N 0.694 0.652 0.908
3 C 2.072 -1.323 1.214
4 C 0.905 -0.721 1.018
5 C -0.374 1.239 0.265
6 C -1.500 0.340 -0.138
7 C -2.327 0.775 -1.080
8 H -2.128 1.743 -1.529
9 H 1.471 1.282 1.070
10 H 2.094 -2.405 1.263
11 H -1.628 -0.636 0.318
12 H -3.188 0.202 -1.405
13 H 0.288 -0.769 -2.196
14 H 0.003 -1.313 0.938
15 H 1.002 -0.726 -1.994
16 H 3.003 -0.776 1.315

Atomic forces in eV per Å
0.108 -0.381 0.109
0.029 0.031 -0.047
-0.031 0.049 0.026
0.053 -0.170 0.029
0.045 0.176 -0.025
-0.261 0.099 -0.122
0.023 0.005 0.094
-0.179 -0.066 0.014
-0.107 -0.101 -0.010
0.083 0.151 0.104
-0.073 0.252 -0.048
0.150 0.031 -0.011
0.079 0.018 -0.005
0.192 -0.003 -0.031
-0.041 -0.027 -0.032
-0.069 -0.065 -0.045

Computed properties:
Highest occupied orbital energy in eV: -9.02
2S+1: 1
LUMO energy in eV: 0.69

(2)
Below is 2 unconnected molecules or ions with the total composition C5H9NO in a non-equilibrium geometry, with properties calculated with wB97M-V/def2-TZVPD.

CARTESIAN COORDINATES (ANGSTROEM)
1 O 2.089 1.852 -1.109
2 N -1.042 -1.436 0.157
3 C -1.332 1.057 -0.212
4 C 1.781 1.210 -1.994
5 C -0.717 -0.253 -0.640
6 C 0.928 -0.455 1.420
7 C 0.342 -0.962 0.126
8 H 1.312 -1.288 2.018
9 H 1.040 -1.540 -0.482
10 H -1.435 1.104 0.875
11 H 0.171 0.060 2.017
12 H 1.754 0.240 1.228
13 H -2.331 1.168 -0.647
14 H -1.163 -2.254 -0.433
15 H -0.670 -0.391 -1.722
16 H -0.721 1.906 -0.540

Atomic forces in eV per Å
-0.353 -0.769 -1.080
-0.132 -0.250 -0.047
0.009 0.010 0.045
0.417 0.790 1.048
0.001 0.189 -0.171
-0.033 0.049 0.021
0.250 0.022 0.016
-0.051 0.110 -0.095
-0.134 0.083 0.088
0.017 -0.010 -0.152
0.109 -0.071 -0.090
-0.112 -0.106 0.041
0.137 -0.022 0.061
0.009 0.099 0.080
-0.026 -0.005 0.189
-0.109 -0.118 0.046

Computed properties:
Highest occupied orbital energy in eV: -9.52
2S+1: 1
LUMO energy in eV: 1.12

(3)
Below is 2 unconnected molecules or ions with the total composition C5H9NO in a non-equilibrium geometry, with properties calculated with wB97M-V/def2-TZVPD.

CARTESIAN COORDINATES (ANGSTROEM)
1 O -0.555 4.420 1.338
2 N 0.474 -0.230 0.324
3 C 1.873 -2.249 0.005
4 C -0.508 -1.713 -0.966
5 C 0.623 -1.477 -0.242
6 C -1.337 -0.543 -0.894
7 C -0.642 0.397 -0.181
8 H -2.402 -0.621 -1.052
9 H 1.237 0.270 0.753
10 H 2.717 -1.596 0.210
11 H 1.810 -2.940 0.847
12 H -0.670 1.470 -0.151
13 H 2.101 -2.866 -0.861
14 H -0.863 5.237 0.943
15 H -0.747 -2.581 -1.559
16 H -1.332 3.881 1.550

Atomic forces in eV per Å
0.020 -0.477 0.182
0.637 0.484 -0.937
-0.109 -0.521 0.021
-0.361 0.132 -0.079
0.100 0.245 0.550
-0.043 -0.853 0.322
0.233 -0.305 0.372
0.108 0.706 -0.777
-0.033 -0.045 -0.104
0.104 0.127 -0.137
-0.191 0.055 0.120
-0.619 0.115 0.526
0.118 0.073 -0.104
-0.244 0.017 -0.023
0.061 -0.171 0.235
0.220 0.420 -0.164

Computed properties:
Highest occupied orbital energy in eV: -7.91
2S+1: 1
LUMO energy in eV: 0.84

(4)
Below is 2 unconnected molecules or ions with the total composition C5H9NO in a non-equilibrium geometry, with properties calculated with wB97M-V/def2-TZVPD.

CARTESIAN COORDINATES (ANGSTROEM)
1 O 0.215 -1.808 -0.950
2 N -3.460 1.637 -0.631
3 C -0.147 1.122 0.224
4 C -2.583 1.104 -0.099
5 C 0.685 1.621 1.131
6 C -1.449 0.428 0.548
7 C 1.596 -1.752 -0.663
8 H 2.146 -2.616 -1.067
9 H 0.455 1.571 2.195
10 H 0.115 -1.833 -1.907
11 H 1.690 -1.762 0.424
12 H -1.400 -0.611 0.190
13 H 1.613 2.110 0.843
14 H 0.086 1.208 -0.836
15 H -1.621 0.408 1.631
16 H 2.060 -0.827 -1.033

Atomic forces in eV per Å
-0.158 -0.056 -0.342
0.803 -0.478 0.498
0.163 0.188 0.098
-0.690 0.313 -0.444
-0.181 -0.070 -0.100
0.063 -0.019 0.103
0.523 -0.022 0.210
-0.176 0.194 0.079
0.066 -0.013 -0.159
-0.107 -0.026 0.067
0.040 -0.003 -0.101
-0.075 0.276 0.062
-0.194 -0.113 0.047
-0.018 -0.047 0.141
0.030 0.025 -0.192
-0.089 -0.151 0.032

Computed properties:
Highest occupied orbital energy in eV: -10.32
2S+1: 1
LUMO energy in eV: 0.70

(5)
Below is a single C5H9NO molecule in a non-equilibrium geometry, with properties calculated with wB97M-V/def2-TZVPD.

CARTESIAN COORDINATES (ANGSTROEM)
1 O -1.004 -1.145 -0.195
2 N -1.650 -0.256 1.857
3 C -0.730 -0.365 0.864
4 C 0.398 0.364 -1.448
5 C 0.084 -1.093 -1.131
6 C 0.343 0.460 0.994
7 C 0.987 1.051 -0.209
8 H 0.862 0.399 1.943
9 H 2.070 0.919 -0.153
10 H -1.207 0.535 2.344
11 H -2.170 -1.043 2.232
12 H -0.260 -1.649 -2.003
13 H 0.964 -1.596 -0.702
14 H 1.088 0.436 -2.292
15 H -0.547 0.838 -1.744
16 H 0.808 2.139 -0.278

Atomic forces in eV per Å
-0.188 0.389 -0.051
0.100 0.050 -0.036
0.392 0.246 -0.043
0.043 -0.033 -0.204
0.109 0.007 -0.266
0.565 -0.530 -0.479
0.319 -0.140 -0.247
-0.351 0.785 0.232
0.123 0.011 -0.243
-1.456 -0.847 1.010
0.379 0.296 0.228
0.030 0.056 0.057
-0.208 0.080 0.007
-0.091 -0.051 -0.056
0.170 -0.010 0.026
0.063 -0.310 0.064

Computed properties:
Highest occupied orbital energy in eV: -7.39
2S+1: 1
LUMO energy in eV: 1.08

(6)
Below is a gas-phase ion, C5H9NO (charge +1) in a non-equilibrium geometry, with properties calculated with wB97M-V/def2-TZVPD.

CARTESIAN COORDINATES (ANGSTROEM)
1 O -2.550 0.897 -1.780
2 N -0.648 0.243 1.015
3 C 0.686 -0.002 -0.876
4 C 1.387 -0.809 0.222
5 C 0.623 -0.363 1.503
6 C -1.543 1.099 -1.180
7 C -0.816 0.024 -0.410
8 H 1.108 -1.836 -0.022
9 H -1.347 -0.950 -0.462
10 H 0.755 -0.302 -1.926
11 H -1.532 0.142 1.519
12 H 0.556 -1.270 2.105
13 H 1.151 0.449 2.010
14 H 0.881 1.083 -0.915
15 H -1.155 2.139 -1.068
16 H 2.444 -0.543 0.266

Atomic forces in eV per Å
0.110 -0.276 -0.315
-0.265 -2.432 -0.360
-1.506 0.918 -0.422
-1.180 1.460 -0.797
0.671 0.419 -1.200
-1.422 1.133 0.527
2.144 -0.263 0.021
0.806 -0.215 0.420
-0.029 0.296 -0.218
0.209 -0.504 0.373
0.311 0.528 0.646
-0.893 0.532 0.714
0.046 -0.175 0.343
0.770 -0.333 0.334
0.314 -0.415 -0.160
-0.087 -0.674 0.096

Computed properties:
Charge: +1
Expectation value of S²: 0.755
Highest occupied orbital energy (spin up / spin down) in eV: -14.80 / -14.72
2S+1: 2
LUMO energy (spin up / spin down) in eV: -3.69 / -8.44

(7)
Below is 2 unconnected molecules or ions with the total composition C5H9NO in a non-equilibrium geometry, with properties calculated with wB97M-V/def2-TZVPD.

CARTESIAN COORDINATES (ANGSTROEM)
1 O -1.364 -0.927 1.782
2 N 0.614 -0.358 -0.756
3 C 0.101 0.917 2.227
4 C 1.340 -1.356 -1.063
5 C -0.260 0.453 -2.862
6 C -0.392 0.131 -1.531
7 C -1.097 0.011 2.473
8 H -0.003 1.890 2.693
9 H -1.135 0.803 -3.392
10 H 0.920 0.360 2.694
11 H -1.362 0.120 -1.045
12 H 0.309 0.968 1.164
13 H 1.307 -1.850 -2.031
14 H 0.661 0.270 -3.401
15 H 2.033 -1.741 -0.322
16 H -1.673 0.307 3.370

Atomic forces in eV per Å
-0.259 -0.436 -0.432
-0.904 -1.168 -2.199
-0.307 -0.860 0.208
0.550 0.407 1.260
0.029 0.296 0.124
0.360 -0.135 0.830
0.614 1.343 0.289
0.037 0.059 -0.011
0.037 -0.115 -0.132
0.192 0.295 0.074
0.002 0.216 0.064
0.041 0.203 -0.038
-0.560 -0.227 0.102
0.071 0.277 0.036
0.337 0.283 -0.134
-0.243 -0.437 -0.040

Computed properties:
Charge: +1
Expectation value of S²: 0.775
Highest occupied orbital energy (spin up / spin down) in eV: -13.20 / -13.06
2S+1: 2
LUMO energy (spin up / spin down) in eV: -5.23 / -8.64

(8)
Below is a single C5H9NO2 molecule in a non-equilibrium geometry, with properties calculated with wB97M-V/def2-TZVPD.

CARTESIAN COORDINATES (ANGSTROEM)
1 O 1.491 1.330 -0.535
2 O -0.874 -1.618 1.755
3 N -0.446 -0.500 1.619
4 C 1.077 0.084 -0.019
5 C -1.130 -0.801 -0.831
6 C -0.414 0.074 0.190
7 C -1.020 1.470 0.294
8 C 1.879 -0.966 0.081
9 H -1.056 -0.359 -1.821
10 H 1.516 -1.922 0.412
11 H -0.708 -1.803 -0.851
12 H -0.505 2.044 1.059
13 H -2.180 -0.892 -0.553
14 H 2.455 1.382 -0.520
15 H 2.926 -0.901 -0.169
16 H -0.936 1.985 -0.659
17 H -2.075 1.392 0.549

Atomic forces in eV per Å
-0.098 -1.041 0.782
0.345 1.151 -0.628
-0.661 -0.631 0.359
0.634 1.399 -1.636
-0.018 -0.078 0.418
-0.179 -0.735 0.515
0.089 -0.247 0.094
-0.005 0.197 0.155
0.034 0.043 -0.059
-0.129 -0.093 0.145
0.038 0.005 -0.049
-0.029 0.107 0.013
-0.061 0.038 -0.073
-0.113 -0.147 -0.052
0.133 0.052 -0.041
0.070 0.025 -0.007
-0.052 -0.045 0.064

Computed properties:
Highest occupied orbital energy in eV: -8.92
2S+1: 1
LUMO energy in eV: 0.21

(9)
Below is a molecular structure, C5H9NO2 in a non-equilibrium geometry, with properties calculated with wB97M-V/def2-TZVPD.

CARTESIAN COORDINATES (ANGSTROEM)
1 O 1.996 -1.055 0.279
2 O 2.005 0.978 -0.463
3 N -1.511 -0.500 0.468
4 C -2.706 0.459 0.059
5 C -0.749 -0.779 -0.597
6 C 0.731 0.544 -0.423
7 C 0.848 -0.883 -0.543
8 C 2.762 0.144 0.415
9 H -2.322 1.435 0.570
10 H 3.881 0.056 0.034
11 H -3.790 0.163 0.513
12 H -1.397 -0.596 1.557
13 H 0.356 0.308 0.789
14 H -2.721 0.711 -1.205
15 H -1.397 -0.770 -1.482
16 H 2.720 0.821 1.467
17 H 1.295 -1.036 -1.438

Atomic forces in eV per Å
2.134 -3.405 3.431
1.855 2.300 -1.029
-3.184 0.294 0.514
0.315 1.048 0.042
1.927 0.340 1.738
-3.192 0.365 3.267
-1.234 1.671 0.823
-0.807 1.654 -0.079
-1.113 -1.428 -1.139
-2.446 -0.162 0.824
2.831 0.449 -1.270
0.512 0.217 -3.426
0.937 2.378 -1.905
0.051 -1.112 4.038
1.192 -0.562 -0.187
0.121 -2.649 -2.051
0.101 -1.399 -3.589

Computed properties:
Highest occupied orbital energy in eV: -7.53
2S+1: 1
LUMO energy in eV: 0.69

(10)
Below is a single C5H9NO2 molecule in a non-equilibrium geometry, with properties calculated with wB97M-V/def2-TZVPD.

CARTESIAN COORDINATES (ANGSTROEM)
1 O 1.659 -1.441 0.914
2 O -2.352 0.356 0.198
3 N 2.241 0.056 -0.671
4 C -0.945 -0.447 -0.027
5 C 0.091 1.879 0.500
6 C -0.073 0.408 0.389
7 C 1.374 -0.500 0.214
8 C -1.216 -1.890 -0.165
9 H -1.907 -2.184 0.625
10 H 3.161 -0.352 -0.755
11 H -1.704 -2.080 -1.120
12 H 1.050 2.101 0.965
13 H 1.932 0.739 -1.339
14 H -2.337 1.193 -0.284
15 H 0.084 2.376 -0.473
16 H -0.314 -2.485 -0.053
17 H -0.742 2.272 1.084

Atomic forces in eV per Å
-0.239 -0.078 -0.249
1.251 -2.066 -0.969
0.001 -0.070 -0.118
-5.855 2.958 1.814
-0.487 -0.115 0.350
6.137 -2.942 -1.786
-1.090 2.200 1.233
0.129 0.065 -0.133
-0.057 0.096 0.020
-0.147 0.017 -0.117
0.055 -0.056 -0.012
-0.177 0.104 0.156
0.080 -0.012 0.035
0.267 -0.303 -0.108
-0.082 -0.091 -0.077
0.034 0.068 -0.126
0.180 0.225 0.088

Computed properties:
Highest occupied orbital energy in eV: -9.33
2S+1: 1
LUMO energy in eV: 0.60

| no. | calculated total energy (eV) |
| --- | --- |
| 1 | -8866.7319 |
| 2 | -8867.2934 |
| 3 | -8867.9266 |
| 4 | -8867.0128 |
| 5 | -8867.0713 |
| 6 | -8858.7754 |
| 7 | -8857.4637 |
| 8 | -10913.0915 |
| 9 | -10906.3511 |
| 10 | -10914.2032 |